14
Properties=species:S:1:pos:R:3:mulliken_charge:R:1 method="wB97M-V/def2-TZVPD" relative_energy_kcal_mol=43.2 max_force_ev_per_a=0.5
C -1.123 2.318 1.235 -1.26
C -0.557 1.214 0.460 0.88
C -0.117 0.278 -0.160 -0.51
C 0.272 -0.930 -0.913 0.26
C 1.582 -1.532 -0.425 -1.20
O -0.719 -1.939 -0.774 -0.54
H -0.351 2.845 1.804 0.30
H -1.860 1.933 1.947 0.28
H -1.625 3.043 0.587 0.30
H 0.379 -0.656 -1.975 0.17
H 1.513 -1.757 0.643 0.32
H 1.771 -2.463 -0.968 0.31
H 2.414 -0.843 -0.593 0.35
H -1.579 -1.510 -0.868 0.33